1.
{"formula": "C9H10O4", "method": "ωB97M-V/def2-TZVPD", "symbols": ["C", "C", "C", "C", "C", "C", "C", "C", "C", "O", "O", "O", "O", "H", "H", "H", "H", "H", "H", "H", "H", "H", "H"], "coordinates": [[0.60166, 1.23455, 1.59766], [-0.61601, 0.66855, 1.51238], [-1.65561, 1.33363, -0.52933], [-1.80014, -1.23764, 0.21063], [1.35311, 0.95915, 0.28830], [-0.89185, 0.06631, 0.20045], [0.46138, -0.18298, -0.33434], [0.93862, -1.51886, 0.27645], [0.79884, -0.15400, -1.87221], [-2.21865, 1.15655, -1.63874], [-1.68329, -2.10506, -0.67792], [-1.81366, 2.30312, 0.15261], [-2.49155, -1.32023, 1.23801], [0.99737, 1.83566, 2.39069], [-1.40960, 0.69464, 2.22184], [1.34691, 1.88827, -0.36928], [2.39232, 0.69674, 0.55808], [0.55687, -2.40549, -0.38738], [0.58517, -1.85831, 1.24313], [2.04425, -1.66597, 0.53066], [1.84138, -0.20183, -1.77228], [0.37231, 0.75245, -2.30333], [0.29019, -0.93926, -2.53608]], "forces_ev_per_angstrom": [[-0.761, -1.143, -1.081], [1.113, 0.484, 1.016], [-1.490, -3.366, -2.089], [0.543, 0.387, 0.410], [-0.713, 1.006, 0.838], [-1.884, 0.773, -1.406], [2.783, -0.374, -0.678], [1.109, -3.073, -0.904], [-3.243, -0.895, 0.373], [0.921, -0.707, -0.602], [0.145, 0.283, -0.563], [0.188, 3.599, 2.518], [-0.925, -0.112, 0.813], [0.064, 0.256, 0.410], [-0.286, 0.099, 0.537], [0.081, -0.947, 0.570], [-0.144, -0.183, -0.710], [0.980, 1.657, 0.927], [-0.997, 0.813, 0.336], [-0.733, 0.620, -1.183], [1.719, -0.070, -1.104], [0.535, 0.395, 0.169], [0.995, 0.497, 1.402]], "smiles": "CC1(C)CC=CC1(C(=O)[O-])C(=O)[O-]", "e_tot_ha": -649.86104, "total_charge": -2, "orbital_gap_ev": 6.34, "e_homo_ha": -0.0097}



2.
{"formula": "C4H8N2S", "method": "ωB97M-V/def2-TZVPD", "symbols": ["C", "C", "C", "C", "N", "N", "S", "H", "H", "H", "H", "H", "H", "H", "H"], "coordinates": [[-1.94497, 0.91463, -1.17220], [-2.36240, 1.04278, 0.06680], [2.07202, -0.89081, -0.78153], [0.56045, -0.24283, 1.45313], [0.83084, -0.51570, -0.79723], [-0.00021, -0.23279, 0.15622], [-1.68527, 0.67449, -2.65987], [-1.99716, 0.53205, 0.85709], [-3.04406, 1.96557, 0.24243], [2.64210, -1.06177, 0.14394], [2.60011, -0.97906, -1.66423], [-0.30789, -0.00210, 2.17099], [1.13054, -1.25259, 1.69105], [1.27108, 0.50863, 1.95039], [0.23481, -0.46050, -1.65698]], "forces_ev_per_angstrom": [[-0.939, -0.213, 2.737], [-2.284, 4.026, -2.577], [0.531, -0.032, 1.732], [0.142, -0.832, 3.317], [-1.470, -0.032, -0.263], [0.925, 0.413, 0.137], [0.492, -0.103, -1.927], [0.944, -1.436, 2.139], [0.984, -1.779, -0.283], [-0.769, 0.457, -0.414], [0.573, -0.315, -1.811], [0.999, -1.236, -0.886], [-1.460, 1.426, -0.151], [-0.149, -0.211, -1.962], [1.482, -0.132, 0.212]], "e_tot_ha": -664.72611, "orbital_gap_ev": 7.95, "e_homo_ha": -0.2870}



3.
{"formula": "C39H26F2N7OTi", "method": "ωB97M-V/def2-TZVPD", "symbols": ["Ti", "O", "C", "N", "C", "C", "C", "C", "C", "C", "N", "C", "C", "C", "C", "C", "N", "H", "H", "H", "H", "H", "H", "H", "H", "H", "H", "N", "C", "C", "C", "C", "C", "C", "C", "C", "C", "C", "C", "C", "N", "C", "C", "C", "C", "N", "H", "H", "H", "H", "H", "H", "H", "H", "H", "H", "F", "C", "C", "C", "C", "C", "F", "C", "C", "C", "C", "C", "C", "N", "H", "H", "H", "H", "H", "H"], "coordinates": [[0.41809, -0.27595, 0.91180], [0.20567, 0.52024, 4.87781], [0.38859, 0.53888, 3.67635], [0.28612, -0.50056, 2.81822], [-0.05303, -1.79685, 3.36175], [-1.08255, -2.41400, 2.46248], [-1.78878, -3.56370, 2.78884], [-2.80064, -3.98566, 1.94714], [-3.09131, -3.23400, 0.81324], [-2.32045, -2.12381, 0.54524], [-1.31447, -1.73591, 1.33497], [0.73871, 1.80564, 2.94842], [0.74952, 3.02227, 3.60510], [1.04241, 4.16382, 2.88055], [1.32597, 4.03581, 1.52774], [1.29806, 2.78028, 0.94877], [1.00331, 1.67833, 1.64097], [-0.44288, -1.67520, 4.37456], [0.83067, -2.44269, 3.43202], [-1.55704, -4.09645, 3.70134], [-3.37797, -4.86993, 2.18109], [-3.90408, -3.50331, 0.15446], [-2.52213, -1.50313, -0.32002], [0.52775, 3.03606, 4.66332], [1.05845, 5.13681, 3.35246], [1.56202, 4.90173, 0.92617], [1.52265, 2.64819, -0.09976], [-4.02299, 4.03177, -7.35131], [-3.50615, 3.58901, -6.42586], [-2.86132, 3.03882, -5.27058], [-3.19342, 1.75796, -4.83377], [-2.57648, 1.23141, -3.71295], [-1.61955, 1.97135, -3.02755], [-1.28727, 3.24832, -3.47096], [-1.90575, 3.78697, -4.58431], [-0.95745, 1.41918, -1.81547], [-1.66288, 1.49691, -0.61558], [-2.86474, 2.21222, -0.37630], [-3.14071, 2.08242, 0.96728], [-2.12482, 1.27347, 1.50406], [-1.23695, 0.91423, 0.57266], [0.33539, 0.91291, -1.94481], [1.09915, 0.88015, -3.13988], [2.36424, 0.45859, -2.79357], [2.33994, 0.23831, -1.40694], [1.13584, 0.49004, -0.88262], [-3.93419, 1.18649, -5.37584], [-2.84243, 0.23960, -3.36829], [-0.54331, 3.82099, -2.93106], [-1.65257, 4.78004, -4.92868], [-3.42175, 2.77173, -1.11073], [-3.97186, 2.50049, 1.51101], [-2.04329, 0.93676, 2.52707], [0.74251, 1.15705, -4.11951], [3.21476, 0.32135, -3.44117], [3.16558, -0.08046, -0.78852], [5.08643, -0.52702, 3.87383], [4.23646, -1.09158, 3.01501], [3.26973, -0.31093, 2.41340], [2.37866, -0.86173, 1.49594], [2.54703, -2.22704, 1.17083], [3.48673, -2.99617, 1.86276], [3.56416, -4.31942, 1.63343], [4.34092, -2.45601, 2.79156], [1.79552, -2.72107, 0.01272], [2.25187, -3.74208, -0.82429], [1.58010, -4.00589, -1.99969], [0.46241, -3.24661, -2.33117], [0.07024, -2.25688, -1.46203], [0.70898, -2.00040, -0.31341], [3.21732, 0.73356, 2.69873], [5.05998, -3.06612, 3.31906], [3.13752, -4.29894, -0.56442], [1.93043, -4.78051, -2.66867], [-0.07627, -3.41319, -3.25247], [-0.77849, -1.62693, -1.69201]], "forces_ev_per_angstrom": [[-0.891, -0.914, -0.227], [-0.014, -0.041, -0.076], [0.202, 0.309, 0.309], [-0.496, 0.127, 0.797], [0.028, -0.031, 0.108], [-0.092, -0.019, 0.061], [-0.062, -0.015, -0.022], [0.047, 0.055, 0.011], [0.014, 0.013, 0.038], [-0.131, 0.045, -0.111], [0.155, -0.141, 0.274], [0.070, 0.240, 0.163], [0.026, -0.113, 0.095], [0.053, -0.003, -0.142], [-0.033, 0.002, 0.169], [0.147, 0.055, -0.142], [0.134, 0.290, 0.603], [-0.025, -0.036, 0.007], [0.034, 0.047, -0.026], [-0.005, 0.015, 0.006], [0.010, -0.004, 0.006], [0.008, 0.012, -0.013], [0.035, 0.011, 0.006], [-0.005, 0.000, -0.010], [-0.021, -0.015, 0.033], [0.029, -0.035, -0.041], [-0.049, -0.028, 0.002], [0.027, -0.029, 0.050], [-0.113, 0.106, -0.216], [0.132, -0.105, 0.230], [-0.026, 0.067, -0.085], [-0.004, -0.036, 0.084], [0.011, 0.124, -0.108], [0.069, -0.047, 0.055], [-0.050, -0.020, -0.063], [0.007, -0.054, 0.189], [-0.190, 0.020, -0.132], [0.136, -0.051, -0.006], [-0.047, -0.038, 0.051], [-0.235, 0.015, -0.090], [-0.560, 0.545, -0.379], [0.003, 0.142, -0.250], [-0.007, -0.012, 0.084], [0.026, -0.050, -0.039], [0.080, 0.113, -0.118], [0.295, 0.488, -0.557], [-0.002, -0.008, 0.014], [0.002, 0.009, 0.003], [-0.004, 0.010, -0.027], [-0.008, 0.003, 0.004], [0.005, -0.029, -0.018], [0.019, -0.005, 0.010], [0.063, -0.033, 0.002], [-0.006, 0.007, 0.023], [-0.003, 0.030, 0.016], [-0.071, -0.063, 0.059], [0.050, 0.037, 0.078], [-0.184, -0.073, -0.144], [-0.026, 0.212, -0.032], [0.787, -0.479, -0.160], [-0.009, 0.127, 0.026], [0.037, 0.160, 0.012], [0.017, -0.041, -0.022], [0.058, -0.046, 0.048], [0.221, -0.222, -0.162], [-0.141, -0.110, -0.055], [-0.045, 0.058, 0.048], [0.029, -0.041, 0.016], [-0.141, -0.034, -0.033], [0.593, -0.571, -0.323], [0.029, -0.012, 0.012], [0.013, 0.013, -0.023], [-0.005, 0.020, 0.031], [0.018, -0.006, 0.019], [-0.036, 0.038, 0.018], [0.012, 0.040, -0.016]], "e_tot_ha": -3009.43459, "total_charge": 1, "orbital_gap_ev": 6.72, "e_homo_ha": -0.3953}